(1)
14
Properties=species:S:1:pos:R:3 method="wB97M-V/def2-TZVPD" energy_ha=-2806.59447 relative_energy_ev=5.145 e_lumo_ha="-0.0188 / -0.0009" total_charge=0 orbital_gap_ev="6.9 / 8.4" homo_energy_ev="-7.375 / -8.417"
Br 3.18 -1.49 0.04
C 2.15 -0.40 -1.27
C 0.49 0.53 0.10
C -1.86 0.36 1.25
C 1.71 0.92 -0.55
C -0.68 0.12 0.32
C -1.90 -0.71 0.22
H -2.33 -0.49 -0.70
H -2.06 -1.77 0.35
H 1.54 1.56 -1.50
H 1.27 -1.00 -1.48
H 2.66 1.10 0.01
H -2.50 1.24 1.01
H -1.68 0.03 2.22

***

(2)
19
Properties=species:S:1:pos:R:3 method="wB97M-V/def2-TZVPD" smiles=CCC.CC energy_ha=-198.86886 relative_energy_ev=0.552 e_lumo_ha=0.0408 total_charge=0 orbital_gap_ev=12.3 homo_energy_ev=-11.200
C -0.59 1.55 -1.74
C 2.21 -0.41 1.14
C 1.75 -1.71 1.85
C -2.50 0.10 -0.84
C -1.06 0.61 -0.62
H -1.10 1.33 -2.68
H 0.47 1.64 -1.93
H -0.43 -0.27 -0.77
H 3.13 -0.08 1.62
H 2.53 -2.14 2.46
H -2.74 -0.36 -1.79
H -3.20 0.89 -0.56
H -0.96 1.00 0.38
H -0.95 2.57 -1.54
H 0.99 -1.47 2.61
H 1.49 0.40 1.27
H -2.62 -0.70 -0.11
H 2.42 -0.62 0.10
H 1.16 -2.31 1.16

***

(3)
105
Properties=species:S:1:pos:R:3 method="wB97M-V/def2-TZVPD" spin_multiplicity=2 energy_ha=-5280.05552 relative_energy_ev=0.000 e_lumo_ha="-0.0196 / -0.0419" total_charge=0 orbital_gap_ev="6.6 / 6.6" homo_energy_ev="-7.104 / -7.695"
Re 0.59 0.23 -0.42
Ge -1.85 -1.52 3.10
S 2.18 2.72 -3.79
F -0.38 -4.08 -0.98
F 3.46 3.61 -1.05
F 3.08 3.79 1.22
F 1.17 -2.44 -0.53
O -0.78 -1.94 -1.72
O 1.29 3.28 -0.13
O 3.09 1.67 0.17
O -0.93 -2.51 0.67
N -1.02 -0.62 -1.39
N -0.40 1.97 -1.02
N 0.52 -0.91 1.37
N 1.58 0.92 -2.10
N 2.13 0.85 0.66
C 3.94 -3.05 -4.03
C -3.10 -1.05 -2.59
C -1.96 -4.59 6.05
C -2.34 3.43 -0.59
C -6.06 -1.13 0.94
C 2.33 0.26 -3.06
C 3.43 0.91 2.81
C -1.12 1.25 3.08
C -1.80 -5.74 5.29
C 0.22 4.31 -1.95
C 2.74 1.10 -4.10
C -3.60 -1.36 2.21
C -0.48 2.64 4.93
C 1.47 2.20 -2.33
C -0.55 -1.67 1.57
C 3.47 0.57 -5.16
C -1.76 -3.24 4.06
C -1.17 0.37 5.31
C -5.37 -2.34 0.90
C -1.60 -5.64 3.93
C -2.17 -0.15 -1.82
C -0.74 1.59 5.80
C -2.59 1.17 -1.53
C 1.46 -1.15 3.70
C -1.74 2.17 -1.07
C -1.57 -4.40 3.31
C -0.83 5.06 -1.67
C 3.81 -0.76 -5.12
C 2.32 0.42 1.93
C 3.44 -1.61 -4.05
C -0.67 2.47 3.56
C -5.53 -0.05 1.61
C 5.48 -3.03 -4.04
C -4.30 -0.16 2.24
C -1.36 0.18 3.94
C 3.42 -3.80 -5.26
C 1.40 -0.51 2.34
C -4.00 1.55 -1.94
C -1.94 4.68 -0.81
C 0.62 2.99 -1.32
C -1.95 -3.34 5.43
C 2.68 -1.08 -3.02
C 3.48 -3.80 -2.78
C -4.15 -2.45 1.54
B 2.73 3.14 0.04
B -0.20 -2.76 -0.67
H -2.11 -4.65 7.12
H -0.12 3.59 5.31
H 2.36 -1.68 -2.19
H -0.88 6.06 -2.10
H 0.78 -1.99 3.77
H -0.59 1.72 6.86
H -4.27 2.54 -1.58
H -4.06 1.59 -3.03
H 4.13 0.11 3.04
H 1.21 -0.42 4.47
H 5.87 -2.56 -4.94
H -3.43 -0.55 -3.50
H 3.79 1.20 -5.98
H -0.46 3.28 2.87
H -1.47 -6.54 3.33
H 3.88 -4.82 -2.81
H -1.40 -4.34 2.24
H 3.97 1.71 2.30
H -1.83 -6.71 5.77
H -1.26 1.14 2.01
H 3.74 -3.33 -6.19
H 3.78 -4.83 -5.25
H -1.34 -0.45 5.99
H -3.98 -1.28 -1.99
H 5.86 -4.05 -3.98
H -3.62 -3.40 1.53
H 4.38 -1.17 -5.94
H -3.20 3.27 0.04
H -5.79 -3.19 0.38
H -2.51 5.49 -0.37
H -2.60 -1.98 -2.85
H -2.09 -2.45 6.03
H 1.01 4.72 -2.57
H -6.07 0.89 1.65
H -7.02 -1.05 0.43
H -4.74 0.84 -1.59
H 2.32 -3.82 -5.25
H 2.40 -3.86 -2.71
H 5.85 -2.47 -3.18
H 2.47 -1.51 3.90
H -3.89 0.69 2.78
H 3.86 -3.32 -1.87
H 3.03 1.30 3.74